Below is a cluster of 8 separate species, C67H163N4O5P3 in total in a non-equilibrium geometry, with properties calculated with the ωB97M-V functional and the def2-TZVPD basis.

Positions of all 242 atoms, in Å:
C -13.781 -3.543 3.276
C -13.646 -4.205 4.635
C -13.910 -5.721 4.441
O -12.493 -3.947 5.440
H -14.553 -4.043 2.690
H -12.824 -3.697 2.778
H -13.980 -2.473 3.341
H -14.484 -3.923 5.272
H -13.265 -6.206 3.708
H -14.979 -5.829 4.260
H -13.655 -6.308 5.323
C -16.877 5.335 4.200
C -16.548 5.994 2.817
C -15.421 5.154 2.111
O -15.902 3.816 1.993
C -15.011 2.976 1.320
N -17.857 5.955 1.990
H -17.705 6.345 1.070
H -18.330 5.064 2.019
H -18.445 6.625 2.465
H -17.418 4.405 4.026
H -17.523 5.933 4.843
H -16.025 5.000 4.790
H -16.238 7.033 2.928
H -14.567 5.017 2.774
H -15.149 5.513 1.119
H -14.083 2.824 1.872
H -14.840 3.293 0.291
H -15.549 2.029 1.285
C -9.634 -7.635 -4.510
C -8.564 -6.796 -3.753
C -8.205 -7.358 -2.356
O -9.438 -7.324 -1.631
C -9.235 -7.587 -0.209
N -7.287 -6.715 -4.507
H -6.989 -7.673 -4.626
H -7.383 -6.494 -5.488
H -6.557 -6.129 -4.127
H -9.711 -7.331 -5.554
H -10.623 -7.544 -4.063
H -9.294 -8.671 -4.524
H -8.857 -5.746 -3.771
H -7.440 -6.687 -1.965
H -7.796 -8.363 -2.259
H -8.676 -6.752 0.215
H -8.773 -8.571 -0.131
H -10.158 -7.577 0.370
C -7.269 0.128 5.991
C -8.553 -0.563 5.653
C -8.556 -0.993 4.171
O -8.695 0.082 3.217
C -9.962 0.016 2.524
N -8.662 -1.868 6.537
H -8.894 -1.620 7.488
H -9.520 -2.252 6.169
H -7.838 -2.439 6.412
H -7.073 0.598 6.954
H -7.033 0.938 5.301
H -6.413 -0.542 5.904
H -9.484 -0.086 5.961
H -9.313 -1.766 4.040
H -7.616 -1.530 4.043
H -10.781 -0.068 3.237
H -10.086 -0.791 1.801
H -10.130 0.921 1.940
C -8.259 -7.611 8.390
C -9.198 -7.496 7.246
C -9.417 -8.797 6.397
O -10.307 -8.526 5.353
C -10.905 -9.647 4.678
N -10.503 -7.148 7.836
H -11.083 -7.842 8.285
H -10.466 -6.415 8.529
H -10.908 -6.580 7.105
H -7.252 -7.705 7.983
H -8.545 -8.450 9.024
H -8.165 -6.669 8.930
H -8.943 -6.686 6.562
H -9.744 -9.645 6.999
H -8.469 -9.155 5.995
H -10.237 -9.939 3.867
H -11.832 -9.254 4.260
H -11.090 -10.398 5.446
C -17.872 -5.171 -5.843
C -18.923 -5.834 -4.886
C -18.347 -6.201 -3.528
C -17.373 -7.397 -3.564
P -16.448 -7.645 -1.990
C -15.532 -6.053 -1.651
C -14.426 -5.530 -2.721
C -14.515 -4.124 -3.141
C -14.422 -3.233 -1.905
C -17.579 -7.914 -0.574
C -17.134 -7.197 0.759
C -18.036 -7.700 1.907
C -19.369 -6.912 1.917
C -15.163 -8.950 -2.305
C -14.025 -9.082 -1.276
C -12.955 -10.062 -1.676
C -13.532 -11.458 -1.910
H -17.697 -4.223 -5.335
H -18.200 -4.876 -6.839
H -16.915 -5.676 -5.978
H -19.545 -6.667 -5.216
H -19.664 -5.059 -4.689
H -19.009 -6.311 -2.669
H -17.809 -5.294 -3.258
H -16.593 -7.107 -4.268
H -17.754 -8.401 -3.750
H -15.101 -6.140 -0.654
H -16.308 -5.302 -1.508
H -14.412 -6.150 -3.617
H -13.412 -5.554 -2.321
H -15.428 -3.820 -3.653
H -13.813 -3.902 -3.944
H -14.281 -2.182 -2.157
H -13.611 -3.569 -1.258
H -15.374 -3.234 -1.374
H -17.660 -8.998 -0.494
H -18.556 -7.579 -0.923
H -17.143 -6.110 0.686
H -16.118 -7.533 0.966
H -17.494 -7.473 2.825
H -18.306 -8.755 1.856
H -19.927 -6.870 0.981
H -19.040 -5.911 2.196
H -20.063 -7.340 2.640
H -14.863 -8.646 -3.308
H -15.653 -9.916 -2.421
H -14.447 -9.456 -0.343
H -13.745 -8.085 -0.935
H -12.208 -10.164 -0.889
H -12.352 -9.658 -2.490
H -14.011 -11.510 -2.887
H -14.270 -11.689 -1.142
H -12.753 -12.221 -1.906
C -13.173 3.478 7.789
C -13.486 1.970 7.830
C -13.996 1.407 9.144
C -13.861 -0.124 9.106
P -14.808 -1.050 10.367
C -14.489 -2.808 10.179
C -14.410 -3.588 11.439
C -15.810 -3.851 12.166
C -15.823 -5.000 13.172
C -14.283 -0.268 11.952
C -15.226 0.757 12.572
C -14.698 1.370 13.906
C -14.345 0.406 15.115
C -16.621 -0.760 10.198
C -17.352 -1.504 9.011
C -18.382 -2.640 9.373
C -18.904 -3.263 8.055
H -12.176 3.798 8.091
H -13.754 4.113 8.458
H -13.413 3.744 6.759
H -12.615 1.369 7.569
H -14.154 1.791 6.987
H -15.029 1.742 9.242
H -13.348 1.748 9.952
H -12.824 -0.458 9.114
H -14.352 -0.501 8.209
H -13.566 -2.839 9.600
H -15.349 -3.131 9.592
H -13.765 -3.058 12.141
H -13.786 -4.448 11.199
H -16.559 -4.188 11.450
H -16.194 -2.977 12.691
H -14.903 -4.811 13.724
H -15.766 -5.942 12.626
H -16.758 -5.087 13.726
H -13.302 0.169 11.765
H -14.138 -1.050 12.697
H -16.172 0.290 12.847
H -15.390 1.485 11.777
H -15.523 2.024 14.189
H -13.829 1.971 13.639
H -13.627 -0.383 14.892
H -15.231 -0.093 15.506
H -14.027 0.934 16.014
H -16.583 0.316 10.029
H -17.152 -0.867 11.144
H -16.679 -1.606 8.160
H -18.025 -0.739 8.624
H -19.242 -2.325 9.965
H -17.870 -3.407 9.953
H -19.857 -3.761 8.236
H -18.271 -4.064 7.673
H -19.031 -2.556 7.235
C -20.201 -16.780 6.051
C -20.304 -16.549 7.558
C -19.643 -15.212 7.972
C -20.326 -14.719 9.285
P -19.454 -13.354 10.156
C -19.324 -11.993 8.988
C -18.714 -10.756 9.595
C -17.913 -9.986 8.515
C -17.006 -8.949 9.153
C -17.817 -13.869 10.599
C -17.597 -15.390 10.837
C -16.178 -15.767 11.138
C -15.247 -16.264 10.004
C -20.305 -13.015 11.791
C -19.546 -12.856 13.151
C -18.835 -11.428 13.308
C -19.782 -10.249 13.417
H -20.793 -17.673 5.855
H -19.200 -16.957 5.655
H -20.630 -15.927 5.525
H -19.827 -17.354 8.117
H -21.346 -16.661 7.854
H -19.591 -14.555 7.103
H -18.582 -15.396 8.143
H -20.398 -15.513 10.028
H -21.315 -14.274 9.172
H -20.307 -11.646 8.672
H -18.902 -12.489 8.114
H -18.069 -11.025 10.431
H -19.454 -10.027 9.926
H -18.656 -9.677 7.780
H -17.300 -10.747 8.033
H -16.313 -9.466 9.816
H -17.698 -8.380 9.773
H -16.317 -8.323 8.586
H -17.527 -13.286 11.473
H -17.305 -13.607 9.673
H -18.045 -16.149 10.196
H -18.040 -15.513 11.825
H -16.201 -16.483 11.960
H -15.643 -14.920 11.568
H -15.708 -17.143 9.554
H -14.199 -16.496 10.194
H -15.080 -15.518 9.227
H -21.096 -13.762 11.861
H -20.887 -12.111 11.617
H -18.892 -13.726 13.208
H -20.147 -12.896 14.059
H -18.087 -11.264 12.533
H -18.295 -11.467 14.254
H -20.697 -10.655 13.848
H -20.154 -9.951 12.437
H -19.374 -9.360 13.898

As for the charge: +6. The LUMO energy is -9.75 eV. As for the gap between HOMO and LUMO: 5.2 eV. As for the highest occupied orbital energy: -0.5480 hartree. The total energy is -4267.571093 Eh.

---

Below is a structure of composition C6H8O2 in a non-equilibrium geometry, with properties calculated with the ωB97M-V functional and the def2-TZVPD basis.

Positions of all 16 atoms, in Å:
C 0.336 0.860 -0.529
C 0.904 -0.505 -0.704
C -0.524 -0.800 -0.941
C -0.793 0.152 0.300
C 0.020 -0.449 1.258
C 1.168 -0.737 0.733
H 0.813 1.442 1.220
H 0.162 1.503 -1.327
H 1.531 -0.758 -1.719
H -0.813 -1.711 -0.649
H -0.996 -0.559 -1.846
H -2.394 1.583 0.368
H -0.119 -0.733 2.327
H 1.748 -1.446 1.151
O 1.197 1.706 0.110
O -2.240 0.452 0.248

As for the charge: 0. The LUMO energy is 0.55 eV. Its energy above the lowest of the compared OMol25 structures with the same formula, charge and spin is 164.76 kcal/mol. As for the gap between HOMO and LUMO: 9.7 eV. As for the highest occupied orbital energy: -0.3350 hartree. The total energy is -383.647547 Eh.

---

Below is a structure of composition C21H33CrN6Se2Si, with properties calculated with the ωB97M-V functional and the def2-TZVPD basis.

Positions of all 64 atoms, in Å:
Cr -0.308 0.317 -0.336
Se 0.154 1.918 -2.236
C -1.164 1.225 -3.423
C -2.527 1.312 -3.116
C -3.466 0.771 -3.978
N -3.170 0.130 -5.113
C -1.871 0.071 -5.417
C -0.857 0.599 -4.633
H -2.846 1.812 -2.210
H -4.524 0.856 -3.738
H -1.622 -0.441 -6.342
H 0.173 0.496 -4.949
Se 0.232 1.916 1.700
C -1.098 3.225 1.350
C -0.826 4.591 1.449
C -1.823 5.515 1.187
N -3.072 5.203 0.832
C -3.330 3.898 0.736
C -2.406 2.896 0.982
H 0.166 4.929 1.720
H -1.601 6.576 1.264
H -4.343 3.631 0.447
H -2.706 1.859 0.900
N -3.672 -2.031 -2.204
C -4.425 -2.265 -1.126
N -5.652 -2.805 -1.330
N -4.079 -2.002 0.118
C -2.936 -1.355 0.241
N -1.943 -0.777 0.309
H -4.087 -2.000 -3.120
H -2.784 -1.553 -2.110
H -5.787 -3.381 -2.143
H -6.122 -3.099 -0.491
C 0.332 -3.263 0.331
Si 1.000 -1.827 -0.745
C 0.966 -2.564 -2.539
C 1.502 -3.995 -2.643
C 1.729 -1.658 -3.509
C -0.506 -2.599 -2.964
C 2.812 -1.553 -0.122
C 3.792 -2.676 -0.467
C 3.365 -0.225 -0.651
C 2.727 -1.445 1.408
H 1.035 -4.100 0.413
H -0.599 -3.657 -0.093
H 0.100 -2.913 1.340
H 2.547 -4.072 -2.342
H 1.429 -4.353 -3.681
H 0.926 -4.684 -2.019
H 2.809 -1.713 -3.347
H 1.428 -0.611 -3.398
H 1.536 -1.959 -4.549
H -1.089 -3.242 -2.295
H -0.610 -3.003 -3.982
H -0.941 -1.594 -2.959
H 3.979 -2.742 -1.542
H 3.435 -3.654 -0.127
H 4.761 -2.493 0.021
H 3.448 -0.212 -1.740
H 4.367 -0.043 -0.235
H 2.729 0.617 -0.365
H 2.420 -2.389 1.868
H 2.018 -0.671 1.723
H 3.710 -1.178 1.820

As for the spin multiplicity: 5. As for the expectation value of S²: 6.08. As for the charge: -1. The LUMO energy (spin up / spin down) is 2.10 / 2.09 eV. Its energy above the lowest of the compared OMol25 structures with the same formula, charge and spin is 0.00 kcal/mol. As for the gap between HOMO and LUMO (spin up / spin down): 5.9 / 6.3 eV. As for the highest occupied orbital energy (spin up / spin down): -0.1388 / -0.1562 hartree. The total energy is -7285.493957 Eh.

---

Below is a cluster of 7 separate species, C5H26N3O6 in total in a non-equilibrium geometry, with properties calculated with the ωB97M-V functional and the def2-TZVPD basis.

Positions of all 40 atoms, in Å:
C -0.539 -2.729 0.481
C -1.432 -1.496 0.581
C -1.192 -0.810 1.933
C -1.890 0.579 2.058
N -1.755 1.542 1.051
C -2.738 1.400 0.022
N -2.418 1.657 -1.218
N 0.803 -2.279 -0.115
H -0.965 -3.662 -0.038
H -0.364 -3.209 1.566
H -2.481 -1.925 0.300
H -1.224 -0.766 -0.185
H -0.083 -0.565 2.106
H -1.574 -1.430 2.847
H -2.946 0.444 2.455
H -1.326 1.115 2.919
H -0.837 1.745 0.854
H -3.749 1.115 0.381
H -3.052 1.705 -1.988
H 1.088 -2.954 -0.831
H 0.772 -1.358 -0.629
H 1.609 -2.206 0.509
H 2.932 0.340 2.720
H 3.157 -0.857 1.827
O 3.242 -0.554 2.713
H 0.445 3.692 1.188
H 0.117 4.229 -0.201
O 0.064 3.411 0.325
H 3.068 1.656 -1.908
H 1.798 1.407 -2.449
O 2.538 0.968 -2.292
H -0.408 2.274 -3.333
H -0.730 1.924 -1.919
O 0.022 1.933 -2.607
H 3.926 -1.271 0.086
H 3.082 -0.575 -1.013
O 3.075 -1.129 -0.152
H 0.263 -1.705 -3.190
H -0.222 -0.322 -2.522
O -0.078 -1.335 -2.332

As for the charge: +1. The LUMO energy is -2.63 eV. Its energy above the lowest of the compared OMol25 structures with the same formula, charge and spin is 74.22 kcal/mol. As for the gap between HOMO and LUMO: 9.5 eV. As for the highest occupied orbital energy: -0.4440 hartree. The total energy is -821.525265 Eh.

---

Below is a cluster of 2 separate species, CH3IN2 in total in a non-equilibrium geometry, with properties calculated with the ωB97M-V functional and the def2-TZVPD basis.

Positions of all 7 atoms, in Å:
C 0.639 -0.739 -1.305
N 1.736 -0.525 -1.193
N -0.285 0.503 0.814
I -2.047 0.671 1.672
H -0.436 -0.892 -1.009
H 0.401 1.163 0.790
H -0.008 -0.182 0.230

As for the spin multiplicity: 3. As for the expectation value of S²: 2.01. As for the charge: 0. The LUMO energy (spin up / spin down) is 0.77 / -2.25 eV. Its energy above the lowest of the compared OMol25 structures with the same formula, charge and spin is 20.80 kcal/mol. As for the gap between HOMO and LUMO (spin up / spin down): 6.8 / 7.6 eV. As for the highest occupied orbital energy (spin up / spin down): -0.2224 / -0.3608 hartree. The total energy is -446.903491 Eh.

---

Below is a structure of composition C32H29Cl2MnN8O6S2 in a non-equilibrium geometry, with properties calculated with the ωB97M-V functional and the def2-TZVPD basis.

Positions of all 80 atoms, in Å:
Mn 0.566 1.027 0.166
C -3.213 5.236 -0.223
C -2.350 4.728 -1.184
C -1.234 3.997 -0.806
C -0.974 3.763 0.535
C -1.825 4.289 1.501
C -2.941 5.016 1.121
N 0.174 2.975 0.873
N 0.689 3.316 1.946
C 1.767 2.503 2.311
C 2.534 2.878 3.425
C 3.622 2.111 3.781
C 3.938 0.974 3.017
C 3.157 0.616 1.932
C 2.031 1.361 1.544
H -4.102 5.780 -0.520
H -2.555 4.886 -2.236
H -0.557 3.596 -1.549
H -1.617 4.080 2.541
H -3.619 5.389 1.879
H 2.263 3.775 3.976
H 4.230 2.386 4.634
H 4.798 0.367 3.286
H 3.416 -0.274 1.367
N -5.160 -4.733 0.060
C -4.673 -3.428 0.239
C -5.350 -2.340 -0.316
C -4.874 -1.055 -0.134
C -3.726 -0.845 0.615
C -3.065 -1.910 1.202
C -3.540 -3.198 1.013
S -3.080 0.802 0.733
O -3.998 1.656 0.025
O -2.926 1.072 2.156
N -1.583 0.932 0.126
C -1.411 0.646 -1.199
N -2.371 -0.011 -1.892
C -2.098 -0.318 -3.137
C -0.902 0.039 -3.765
C -0.019 0.766 -3.008
N -0.253 1.105 -1.741
H -5.749 -4.846 -0.748
H -4.453 -5.448 0.117
H -6.239 -2.516 -0.914
H -5.361 -0.201 -0.588
H -2.165 -1.738 1.778
H -3.010 -4.037 1.453
H -2.867 -0.876 -3.666
H -0.681 -0.227 -4.788
H 0.917 1.125 -3.423
N -0.879 0.690 3.842
C 0.125 -0.118 3.503
N 1.124 -0.279 4.414
S 0.144 -0.960 2.042
H -0.825 1.256 4.672
H -1.633 0.857 3.179
H 1.289 0.476 5.064
H 1.961 -0.675 4.020
O -0.029 -1.913 -1.086
C 1.163 -1.605 -1.013
O 1.640 -0.507 -0.564
C 2.196 -2.602 -1.500
C 3.521 -2.518 -1.099
C 4.481 -3.437 -1.543
C 4.046 -4.417 -2.398
O 4.779 -5.428 -2.980
C 3.846 -6.210 -3.721
O 2.580 -5.565 -3.670
C 2.731 -4.499 -2.804
C 1.777 -3.617 -2.370
H 3.801 -1.715 -0.431
H 5.517 -3.379 -1.233
H 3.770 -7.207 -3.279
H 4.176 -6.289 -4.758
H 0.738 -3.675 -2.668
Cl 4.553 4.060 -2.818
C 3.694 3.707 -1.301
Cl 2.633 2.315 -1.427
H 3.088 4.566 -1.049
H 4.428 3.492 -0.537

As for the spin multiplicity: 2. As for the expectation value of S²: 0.80. As for the charge: -1. The LUMO energy (spin up / spin down) is 2.50 / 2.50 eV. Its energy above the lowest of the compared OMol25 structures with the same formula, charge and spin is 10.74 kcal/mol. As for the gap between HOMO and LUMO (spin up / spin down): 7.0 / 6.6 eV. As for the highest occupied orbital energy (spin up / spin down): -0.1643 / -0.1517 hartree. The total energy is -4994.133737 Eh.